Formula: C18H28ClILuN3OP2
Source: OMol25
Level of theory: ωB97M-V/def2-TZVPD

Last column: Löwdin charge in e.
Geometry (Å):
1 C 3.230 2.080 -4.878  -0.05
2 C 3.804 2.193 -3.494  -0.96
3 H 2.163 1.792 -4.807  0.10
4 H 3.803 1.329 -5.443  0.11
5 H 3.272 3.071 -5.347  0.09
6 O 3.242 1.647 -2.528  -0.31
7 I 5.643 0.609 -1.917  0.48
8 Lu 1.064 0.287 0.229  1.21
9 P 1.632 2.977 0.635  0.67
10 C 0.321 4.117 1.184  -0.27
11 C 2.899 3.121 1.949  -0.28
12 H 3.200 4.164 2.122  0.06
13 H 2.548 4.969 -0.470  0.08
14 H 3.786 2.533 1.664  0.05
15 H 3.334 3.445 -1.020  0.00
16 H -0.231 3.716 2.043  0.03
17 H 2.510 2.711 2.891  0.05
18 C 2.386 3.910 -0.728  -0.29
19 H 0.701 5.104 1.459  0.07
20 H 1.720 3.855 -1.597  0.05
21 H -0.415 4.236 0.379  0.06
22 P 1.366 -1.902 -1.496  0.66
23 C -0.001 -3.060 -1.892  -0.27
24 C 1.993 -1.485 -3.166  -0.28
25 H 3.616 -2.447 -0.851  0.03
26 H 2.791 -3.871 -1.588  0.06
27 H 2.413 -3.375 0.094  0.04
28 C 2.680 -3.017 -0.906  -0.29
29 H 3.003 -1.061 -3.072  0.00
30 H 2.009 -2.374 -3.816  0.07
31 H 0.393 -3.990 -2.335  0.07
32 H -0.700 -2.585 -2.599  0.05
33 H 1.344 -0.717 -3.611  0.04
34 H -0.556 -3.299 -0.970  0.03
35 Cl 5.035 3.462 -3.301  0.64
36 N -7.528 -4.965 3.935  0.19
37 C -6.764 -4.179 3.519  -0.14
38 C -5.794 -3.227 3.015  -0.20
39 C -5.109 -3.458 1.822  0.00
40 C -4.093 -2.625 1.402  0.01
41 C -3.739 -1.549 2.220  -0.18
42 C -4.473 -1.216 3.363  0.02
43 C -5.503 -2.069 3.751  0.02
44 N -2.628 -0.752 1.903  0.02
45 C -2.052 0.233 2.697  0.01
46 C -1.018 0.782 2.028  -0.13
47 N -0.941 0.122 0.784  -0.20
48 C -1.921 -0.804 0.761  -0.07
49 H -5.398 -4.319 1.212  0.14
50 H -3.564 -2.808 0.472  0.11
51 H -4.243 -0.316 3.934  0.12
52 H -6.097 -1.836 4.628  0.14
53 H -2.426 0.459 3.676  0.13
54 H -0.520 1.726 2.197  0.07
55 H -2.187 -1.342 -0.136  0.14

Relative energy (zero: lowest compared OMol25 entry of this formula, charge and spin) ... 438.6 kJ/mol
E ... -98442.817 eV
Frontier orbital gap (alpha / beta) ... 7.85 / 4.43 eV
HOMO energy (alpha / beta) ... -14.36 / -11.59 eV
Net charge ... +2

=====

Formula: H14NO5
Source: OMol25
Level of theory: ωB97M-V/def2-TZVPD

Last column: Löwdin charge in e.
Geometry (Å):
1 N -0.943 2.318 0.356  0.25
2 H -1.522 2.935 0.825  0.10
3 H 0.139 2.318 0.452  0.18
4 H -1.227 1.297 0.619  0.16
5 H -0.954 2.343 -0.750  0.12
6 H 0.978 -4.456 -1.814  0.02
7 H 1.365 -5.300 -0.612  0.07
8 O 1.005 -4.410 -0.869  -0.07
9 H 0.029 2.231 -2.332  0.02
10 H 0.182 0.702 -2.292  0.04
11 O -0.383 1.461 -2.060  -0.02
12 H -3.119 -0.822 1.400  -0.02
13 H -2.085 -1.878 0.984  0.07
14 O -2.301 -0.933 1.065  -0.01
15 H 0.650 -1.618 -1.155  0.08
16 H 1.843 -0.933 -1.846  0.02
17 O 0.940 -0.877 -1.744  -0.02
18 H 1.639 1.175 3.127  -0.02
19 H 2.215 2.381 3.636  0.06
20 O 1.549 2.065 3.007  -0.03

Relative energy (zero: lowest compared OMol25 entry of this formula, charge and spin) ... 217.2 kJ/mol
E ... -11948.171 eV
Frontier orbital gap ... 11.18 eV
HOMO energy ... -14.31 eV
Net charge ... +1

=====

Formula: C26H29IrN4OS3
Source: OMol25
Level of theory: ωB97M-V/def2-TZVPD

Last column: Löwdin spin population.
Geometry (Å):
1 Ir -0.476 -0.211 -0.540  0.42
2 C 0.405 2.636 -1.695  0.00
3 N -0.922 2.062 -1.453  -0.01
4 C -1.661 2.880 -0.472  0.00
5 C -2.554 2.033 0.424  0.00
6 N -1.741 1.109 1.223  0.01
7 C -2.599 0.116 1.876  0.00
8 C -0.969 1.802 2.234  0.00
9 C -1.578 2.653 3.146  0.00
10 C -0.850 3.294 4.134  0.00
11 C 0.518 3.088 4.233  0.00
12 C 1.144 2.238 3.350  0.00
13 C 0.416 1.595 2.340  0.01
14 S 1.300 0.573 1.256  0.08
15 C -1.720 1.910 -2.648  0.01
16 C -1.691 2.878 -3.642  0.00
17 C -2.517 2.798 -4.751  0.01
18 C -3.420 1.752 -4.868  0.00
19 C -3.462 0.777 -3.896  0.01
20 C -2.603 0.826 -2.793  0.02
21 S -2.710 -0.513 -1.679  0.18
22 H 0.368 3.709 -1.900  0.00
23 H 0.878 2.123 -2.530  0.00
24 H 1.010 2.487 -0.801  0.00
25 H -2.283 3.625 -0.988  0.00
26 H -0.936 3.406 0.155  0.00
27 H -3.246 1.441 -0.178  0.00
28 H -3.156 2.702 1.049  0.00
29 H -3.410 0.588 2.438  0.00
30 H -2.001 -0.476 2.564  0.00
31 H -3.033 -0.544 1.127  0.00
32 H -2.645 2.814 3.100  0.00
33 H -1.356 3.951 4.825  0.00
34 H 1.091 3.581 5.002  0.00
35 H 2.205 2.053 3.411  0.00
36 H -1.022 3.717 -3.547  0.00
37 H -2.463 3.565 -5.505  0.00
38 H -4.086 1.699 -5.714  0.00
39 H -4.148 -0.052 -3.975  0.00
40 C 6.874 -1.713 1.824  0.00
41 C 8.128 -1.242 1.160  0.00
42 O 9.149 -0.974 1.703  0.00
43 S 8.130 -1.261 -0.670  0.01
44 C 6.428 -1.050 -1.104  0.02
45 C 5.825 -1.964 -1.966  0.00
46 C 4.483 -1.868 -2.248  0.02
47 C 3.726 -0.829 -1.686  0.02
48 C 4.363 0.141 -0.887  0.02
49 C 5.702 0.030 -0.598  0.00
50 C 2.336 -0.740 -1.820  0.13
51 C 1.110 -0.627 -1.773  0.03
52 H 6.706 -1.118 2.720  0.00
53 H 7.057 -2.744 2.133  0.00
54 H 6.000 -1.685 1.180  0.00
55 H 6.418 -2.766 -2.374  0.00
56 H 4.000 -2.601 -2.876  0.00
57 H 3.778 0.955 -0.488  0.00
58 H 6.199 0.771 0.010  0.00
59 N 0.522 -3.269 0.216  0.00
60 N -0.406 -2.314 0.742  0.00
61 H 0.798 -3.951 0.918  0.00
62 H 1.343 -2.784 -0.135  0.00
63 H -0.190 -2.050 1.709  0.00
64 H -1.325 -2.760 0.737  0.00

2S+1 ... 2
E ... -70775.775 eV
Frontier orbital gap (alpha / beta) ... 6.16 / 4.58 eV
HOMO energy (alpha / beta) ... -10.76 / -10.59 eV
Net charge ... +1

=====

Formula: C22H25F3N3O6PReSSeTe4
Source: OMol25
Level of theory: ωB97M-V/def2-TZVPD

Last column: Löwdin spin population.
Geometry (Å):
1 Re -0.772 -0.740 0.435  2.53
2 Te -2.266 -3.395 0.618  0.02
3 Te -2.765 -3.506 3.207  -0.01
4 Te -4.908 -3.523 -0.276  0.00
5 Te -3.283 -5.681 -0.550  0.13
6 Se -4.975 0.303 -2.120  0.00
7 N -5.819 0.920 -0.681  0.01
8 C -5.034 0.660 0.342  0.00
9 C -5.314 0.994 1.707  0.02
10 C -4.400 0.641 2.636  0.00
11 C -3.187 -0.019 2.246  0.03
12 N -2.869 -0.312 1.017  0.01
13 C -3.798 -0.006 0.035  0.00
14 N -3.575 -0.294 -1.220  0.00
15 H -6.228 1.519 1.953  0.00
16 H -4.548 0.841 3.687  0.00
17 H -2.473 -0.306 3.010  0.01
18 F 2.793 -5.222 1.608  0.00
19 C 2.644 -4.167 0.817  0.00
20 F 3.143 -4.465 -0.379  0.00
21 F 3.326 -3.155 1.333  0.00
22 S 0.840 -3.749 0.652  0.01
23 O 0.153 -5.005 0.831  0.00
24 O 0.531 -2.767 1.704  0.02
25 O 0.692 -3.165 -0.673  0.04
26 C 3.887 -1.242 -2.585  0.00
27 C 2.517 -1.043 -1.984  0.00
28 O 2.660 -1.062 -0.547  0.01
29 P 1.623 -0.250 0.346  0.03
30 O 1.848 1.269 -0.090  0.00
31 C 3.135 1.909 0.000  0.00
32 C 2.988 3.179 0.804  0.00
33 O 2.415 -0.405 1.725  0.00
34 C 1.749 -0.139 2.970  0.01
35 C 2.274 -1.091 4.015  0.00
36 H 3.815 -1.258 -3.673  0.00
37 H 4.315 -2.187 -2.251  0.00
38 H 4.560 -0.435 -2.295  0.00
39 H 1.837 -1.848 -2.259  0.00
40 H 2.079 -0.092 -2.298  0.00
41 H 3.450 2.125 -1.023  0.00
42 H 3.863 1.232 0.448  0.00
43 H 2.289 3.860 0.319  0.00
44 H 3.954 3.676 0.904  0.00
45 H 2.609 2.956 1.803  0.00
46 H 0.667 -0.265 2.843  0.01
47 H 1.938 0.904 3.238  0.00
48 H 2.053 -2.117 3.729  0.00
49 H 1.800 -0.885 4.976  0.00
50 H 3.352 -0.976 4.128  0.00
51 C -0.832 1.964 -4.468  0.00
52 C -0.791 0.634 -3.994  0.01
53 C -0.821 0.388 -2.651  0.02
54 C -0.901 1.443 -1.708  0.01
55 C -0.955 1.178 -0.300  0.00
56 C -1.043 2.252 0.553  0.03
57 C -1.038 3.587 0.080  0.00
58 C -0.976 3.845 -1.256  0.02
59 C -0.922 2.772 -2.186  0.00
60 C -0.889 3.004 -3.584  0.00
61 H -0.814 2.155 -5.534  0.00
62 H -0.738 -0.188 -4.697  0.00
63 H -0.796 -0.638 -2.290  0.01
64 H -1.103 2.093 1.628  0.01
65 H -1.085 4.404 0.791  0.00
66 H -0.973 4.863 -1.627  0.00
67 H -0.909 4.027 -3.942  0.00

2S+1 ... 4
E ... -164899.425 eV
Frontier orbital gap (alpha / beta) ... 5.43 / 5.24 eV
HOMO energy (alpha / beta) ... -7.22 / -7.21 eV

=====

Which of these has the highest E? H14NO5

=====

Look up the E of the first one. -98442.817 eV

=====

Repeat the second record exactly.
Formula: H14NO5
Source: OMol25
Level of theory: ωB97M-V/def2-TZVPD

Last column: Löwdin charge in e.
Geometry (Å):
1 N -0.943 2.318 0.356  0.25
2 H -1.522 2.935 0.825  0.10
3 H 0.139 2.318 0.452  0.18
4 H -1.227 1.297 0.619  0.16
5 H -0.954 2.343 -0.750  0.12
6 H 0.978 -4.456 -1.814  0.02
7 H 1.365 -5.300 -0.612  0.07
8 O 1.005 -4.410 -0.869  -0.07
9 H 0.029 2.231 -2.332  0.02
10 H 0.182 0.702 -2.292  0.04
11 O -0.383 1.461 -2.060  -0.02
12 H -3.119 -0.822 1.400  -0.02
13 H -2.085 -1.878 0.984  0.07
14 O -2.301 -0.933 1.065  -0.01
15 H 0.650 -1.618 -1.155  0.08
16 H 1.843 -0.933 -1.846  0.02
17 O 0.940 -0.877 -1.744  -0.02
18 H 1.639 1.175 3.127  -0.02
19 H 2.215 2.381 3.636  0.06
20 O 1.549 2.065 3.007  -0.03

Relative energy (zero: lowest compared OMol25 entry of this formula, charge and spin) ... 217.2 kJ/mol
E ... -11948.171 eV
Frontier orbital gap ... 11.18 eV
HOMO energy ... -14.31 eV
Net charge ... +1